90
Properties=species:S:1:pos:R:3 method="wB97M-V/def2-TZVPD" lumo_ev=-12.4 total_charge=+4 orbital_gap_ev=5.3 max_force_ev_per_a=2.0 e_homo_ha=-0.6507 de_lowest_kcal_mol=17.5 mol_weight_g_mol=985.4
Zr 1.03 0.01 -0.44
N 3.14 0.99 0.03
C 4.12 0.29 -0.84
C 3.68 0.46 -2.29
N 2.26 0.03 -2.48
C 2.11 -1.18 -3.32
C 2.05 -2.43 -2.45
N 0.90 -2.25 -1.52
H 3.50 0.96 1.00
H 3.20 1.98 -0.23
H 5.13 0.71 -0.73
H 4.18 -0.77 -0.54
H 3.77 1.52 -2.53
H 4.36 -0.10 -2.95
H 1.86 0.78 -3.04
H 1.18 -1.12 -3.89
H 2.93 -1.26 -4.05
H 1.93 -3.31 -3.09
H 2.98 -2.55 -1.89
H 0.06 -2.34 -2.12
H 0.86 -3.06 -0.90
C -0.88 -2.77 2.46
Sb -1.39 -1.42 0.86
C -2.68 -0.24 2.12
C -3.16 -2.55 0.07
C -4.26 -1.67 -0.34
C -5.42 -1.60 0.45
C -6.53 -0.88 0.04
C -6.48 -0.14 -1.14
C -5.33 -0.18 -1.92
C -4.23 -0.96 -1.56
C -3.12 -1.10 -2.53
Sb -1.40 0.26 -2.26
C -1.09 0.21 -4.42
C -2.64 2.02 -2.16
H -0.49 -3.71 2.07
H -1.78 -2.97 3.04
H -0.14 -2.30 3.11
H -3.42 -0.92 2.52
H -3.18 0.55 1.57
H -2.11 0.18 2.95
H -3.43 -3.17 0.93
H -2.81 -3.21 -0.73
H -5.47 -2.17 1.36
H -7.43 -0.90 0.63
H -7.33 0.44 -1.45
H -5.32 0.36 -2.85
H -3.47 -0.82 -3.52
H -2.74 -2.13 -2.56
H -1.87 0.81 -4.88
H -1.21 -0.82 -4.77
H -0.13 0.59 -4.76
H -3.22 2.05 -3.08
H -2.05 2.93 -2.08
H -3.32 1.94 -1.32
O 4.58 -1.63 5.72
N 3.52 -1.11 5.97
O 3.04 -0.87 7.03
C 2.70 -0.69 4.79
C 1.83 0.33 5.00
C 1.05 0.86 3.93
C 0.15 1.93 4.12
C -0.58 2.39 3.04
C -0.38 1.80 1.79
N 0.50 0.81 1.56
C 1.19 0.32 2.63
C 2.05 -0.81 2.42
N 2.08 -1.36 1.17
C 2.86 -2.43 1.01
C 3.64 -3.00 2.01
C 3.63 -2.45 3.27
C 2.82 -1.33 3.51
H 1.74 0.76 5.99
H 0.04 2.36 5.11
H -1.29 3.19 3.15
H -0.95 2.14 0.93
H 2.87 -2.90 0.04
H 4.26 -3.86 1.78
H 4.23 -2.87 4.06
Br 0.45 7.01 -2.39
C 0.67 5.21 -1.90
C 0.95 4.83 -0.58
C 1.09 3.49 -0.26
N 0.93 2.47 -1.15
C 0.69 2.87 -2.42
C 0.57 4.18 -2.83
H 1.06 5.58 0.19
H 1.33 3.23 0.76
H 0.58 2.10 -3.17
H 0.39 4.39 -3.87


84
Properties=species:S:1:pos:R:3 method="wB97M-V/def2-TZVPD" s_squared=6.242 lumo_ev="0.4 / 0.0" spin_multiplicity=5 total_charge=0 orbital_gap_ev="6.0 / 5.7" max_force_ev_per_a=4.0 e_homo_ha="-0.2058 / -0.2101" de_lowest_kcal_mol=71.8 mol_weight_g_mol=610.7
Cr 1.17 -1.56 -0.46
C 1.76 -5.38 -4.15
C 0.46 -5.06 -4.09
C -0.59 -6.00 -3.59
C -0.22 -6.78 -2.31
C 0.54 -5.98 -1.27
C 1.82 -5.59 -1.40
C 2.81 -6.40 -2.15
C 2.40 -6.62 -3.61
C 2.05 -0.69 1.23
H 2.47 -4.82 -4.77
H 0.05 -4.26 -4.72
H -0.86 -6.73 -4.37
H -1.50 -5.44 -3.37
H -1.20 -7.02 -1.84
H 0.27 -7.74 -2.55
H 0.02 -5.89 -0.33
H 2.26 -4.77 -0.84
H 2.95 -7.39 -1.67
H 3.79 -5.88 -2.15
H 3.33 -6.76 -4.18
H 1.78 -7.53 -3.70
H 2.57 0.21 0.88
H 2.76 -1.44 1.62
H 1.36 -0.38 2.03
P -0.35 -2.86 0.62
P -0.88 -0.84 -1.70
N 0.72 -3.95 1.41
N -1.49 -2.52 1.81
N 0.50 -1.13 -2.84
N -1.89 0.05 -2.79
C -1.29 -3.54 -0.78
C -1.82 -2.48 -1.77
C 2.10 -3.89 1.21
C 2.70 -4.88 1.96
C 1.65 -5.57 2.66
C 0.44 -5.01 2.29
C -1.17 -1.85 3.01
C -2.29 -1.88 3.82
C -3.34 -2.53 3.09
C -2.84 -2.88 1.85
C 1.81 -0.87 -2.27
C 2.72 -1.76 -2.94
C 2.02 -2.30 -4.02
C 0.68 -1.93 -3.94
C -2.25 -0.21 -4.13
C -2.77 0.96 -4.67
C -2.71 1.97 -3.65
C -2.17 1.38 -2.52
H -2.11 -4.17 -0.40
H -0.56 -4.16 -1.33
H -1.82 -2.94 -2.79
H -2.90 -2.29 -1.57
H 2.53 -3.13 0.54
H 3.76 -5.07 2.05
H 1.80 -6.35 3.40
H -0.56 -5.19 2.62
H -0.18 -1.45 3.15
H -2.35 -1.52 4.84
H -4.34 -2.77 3.44
H -3.29 -3.39 1.02
H 1.97 0.16 -1.92
H 3.73 -2.00 -2.61
H 2.46 -2.90 -4.81
H -0.11 -2.08 -4.67
H -2.12 -1.21 -4.53
H -3.14 1.07 -5.68
H -3.01 3.00 -3.74
H -1.91 1.75 -1.54
C -1.08 3.04 1.99
C -0.31 2.94 0.66
C -1.07 3.84 -0.33
C 1.02 3.68 0.91
C -0.21 1.46 0.13
C -0.11 0.30 -0.42
H -1.25 4.09 2.31
H -0.53 2.52 2.78
H -2.05 2.55 1.88
H -1.13 4.91 -0.03
H -0.57 3.80 -1.31
H -2.10 3.48 -0.43
H 1.57 3.20 1.72
H 1.64 3.65 0.01
H 0.89 4.75 1.19


83
Properties=species:S:1:pos:R:3 method="wB97M-V/def2-TZVPD" lumo_ev=-12.8 total_charge=+4 orbital_gap_ev=7.0 max_force_ev_per_a=1.1 e_homo_ha=-0.7253 de_lowest_kcal_mol=0.0 mol_weight_g_mol=778.2
Ru 1.20 0.58 0.01
C 3.14 -0.55 -2.34
C 3.87 0.17 -1.25
C 5.26 0.19 -1.27
C 5.96 0.84 -0.27
C 5.23 1.52 0.71
C 3.85 1.50 0.69
N 3.19 0.79 -0.27
Sb 2.90 2.89 2.08
C 1.60 1.38 2.88
C 1.33 1.25 4.23
C 0.56 0.18 4.68
C 0.11 -0.77 3.77
C 0.41 -0.60 2.43
C 0.02 -1.63 1.40
N 1.11 0.47 2.00
C 1.51 3.49 0.54
C 1.28 4.83 0.34
C 0.67 5.26 -0.84
C 0.39 4.32 -1.82
C 0.63 2.98 -1.56
C 0.42 1.94 -2.62
N 1.11 2.57 -0.37
H 3.42 -0.13 -3.31
H 2.05 -0.48 -2.26
H 3.41 -1.60 -2.37
H 5.78 -0.31 -2.07
H 7.04 0.85 -0.26
H 5.76 2.08 1.47
H 1.72 1.97 4.93
H 0.34 0.07 5.73
H -0.45 -1.63 4.09
H -1.05 -1.83 1.42
H 0.53 -2.57 1.60
H 0.26 -1.36 0.34
H 1.59 5.56 1.08
H 0.48 6.31 -1.02
H 0.00 4.62 -2.78
H 1.15 2.08 -3.43
H -0.57 1.99 -3.07
H 0.56 0.91 -2.25
C -4.65 4.32 1.68
C -3.44 3.40 1.57
C -3.84 1.94 1.36
C -2.63 0.97 1.34
Ge -2.02 1.02 -0.49
C -2.32 -0.42 -1.74
C -3.81 -0.06 -2.01
C -4.79 -0.90 -1.19
C -6.24 -0.55 -1.51
H -4.36 5.36 1.63
H -5.17 4.16 2.63
H -5.37 4.13 0.88
H -2.83 3.46 2.48
H -2.79 3.74 0.75
H -4.47 1.84 0.46
H -4.49 1.61 2.18
H -2.90 -0.07 1.54
H -1.89 1.29 2.07
H -2.19 2.38 -1.17
H -2.23 -1.40 -1.27
H -1.68 -0.37 -2.62
H -3.98 -0.19 -3.08
H -4.03 1.01 -1.86
H -4.61 -0.75 -0.12
H -4.60 -1.95 -1.39
H -6.43 0.52 -1.39
H -6.92 -1.08 -0.86
H -6.49 -0.81 -2.54
C 2.24 -3.65 -0.63
C 2.27 -5.00 -0.57
C 3.11 -5.67 0.41
C 3.24 -7.02 0.39
C 2.53 -7.75 -0.58
C 1.69 -7.15 -1.54
C 1.55 -5.80 -1.53
H 1.68 -3.15 -1.41
H 2.85 -3.04 0.02
H 3.65 -5.07 1.13
H 3.87 -7.54 1.10
H 2.65 -8.83 -0.60
H 1.17 -7.77 -2.26
H 0.91 -5.30 -2.26


84
Properties=species:S:1:pos:R:3 method="wB97M-V/def2-TZVPD" lumo_ev=-4.7 total_charge=+2 orbital_gap_ev=8.7 max_force_ev_per_a=1.4 e_homo_ha=-0.4921 de_lowest_kcal_mol=13.3 mol_weight_g_mol=739.5
Y 0.19 1.87 0.71
C 0.91 2.43 4.30
C 0.20 3.67 3.77
N -0.58 3.46 2.53
C -2.04 3.56 2.74
C -2.76 3.29 1.43
N -2.32 2.01 0.81
C -3.02 0.82 1.38
C -2.38 0.27 2.65
C -1.36 -0.84 2.43
N -0.32 -0.45 1.45
C 0.99 -1.07 1.74
C 1.70 -0.26 2.80
N 1.89 1.15 2.36
C 2.16 2.03 3.53
H 0.20 1.60 4.37
H 1.21 2.64 5.33
H 0.94 4.45 3.57
H -0.46 4.07 4.55
H -0.35 4.24 1.92
H -2.31 4.57 3.08
H -2.34 2.87 3.52
H -2.55 4.08 0.71
H -3.84 3.28 1.62
H -2.60 2.06 -0.17
H -3.03 0.06 0.60
H -4.06 1.09 1.57
H -3.17 -0.13 3.30
H -1.90 1.07 3.21
H -1.84 -1.75 2.08
H -0.88 -1.08 3.38
H -0.62 -0.83 0.55
H 1.58 -1.08 0.81
H 0.89 -2.10 2.08
H 2.67 -0.71 3.06
H 1.11 -0.23 3.72
H 2.74 1.17 1.79
H 2.68 2.91 3.17
H 2.85 1.50 4.20
C 0.29 4.51 -0.51
C 0.82 3.51 -1.36
C 2.02 3.05 -0.79
C 2.22 3.76 0.42
C 1.18 4.69 0.56
H -0.59 5.11 -0.73
H 0.42 3.19 -2.31
H 2.68 2.30 -1.21
H 3.11 3.71 1.04
H 1.10 5.44 1.34
S -0.29 0.62 -1.75
Sb 0.00 -1.61 -2.32
C 1.97 -1.83 -2.92
C 2.93 -0.99 -2.36
C 4.25 -1.15 -2.74
C 4.60 -2.14 -3.66
C 3.63 -2.96 -4.21
C 2.30 -2.82 -3.84
C -0.30 -3.02 -0.84
C -1.58 -3.32 -0.39
C -1.74 -4.30 0.57
C -0.63 -4.97 1.07
C 0.64 -4.68 0.61
C 0.82 -3.69 -0.35
C -1.37 -2.04 -3.81
C -1.78 -3.36 -3.99
C -2.67 -3.64 -5.02
C -3.11 -2.62 -5.85
C -2.68 -1.32 -5.67
C -1.80 -1.01 -4.64
H 2.64 -0.20 -1.68
H 5.02 -0.51 -2.33
H 5.63 -2.25 -3.96
H 3.91 -3.71 -4.94
H 1.54 -3.45 -4.28
H -2.45 -2.82 -0.81
H -2.73 -4.56 0.92
H -0.77 -5.75 1.81
H 1.50 -5.22 1.00
H 1.81 -3.46 -0.72
H -1.44 -4.15 -3.34
H -3.01 -4.65 -5.18
H -3.79 -2.85 -6.66
H -3.03 -0.53 -6.33
H -1.47 0.01 -4.49


96
Properties=species:S:1:pos:R:3 method="wB97M-V/def2-TZVPD" lumo_ev=2.2 total_charge=-1 orbital_gap_ev=8.3 max_force_ev_per_a=5.8 e_homo_ha=-0.2245 mol_weight_g_mol=791.0
C 2.95 -3.08 -1.30
S 2.76 -1.32 -1.68
O 2.99 -0.56 -0.42
O 3.73 -0.98 -2.75
S 0.78 -0.84 -2.34
O 0.90 0.53 -2.89
O 0.40 -1.78 -3.44
N -0.29 -0.79 -1.07
S -0.80 -2.34 -0.73
O 0.29 -3.33 -0.57
O -1.59 -2.28 0.54
S -2.20 -3.01 -2.16
H 3.99 -3.36 -1.54
H 2.21 -3.72 -1.78
H 2.82 -3.19 -0.22
H -1.43 -3.41 -3.22
N 3.27 3.76 -5.10
C 4.62 3.65 -5.34
C 5.03 2.44 -4.84
C 3.89 1.79 -4.28
C 2.82 2.63 -4.46
H 2.71 4.54 -5.36
H 5.16 4.43 -5.84
H 6.04 2.06 -4.86
H 3.85 0.82 -3.80
H 1.79 2.52 -4.19
N -5.01 -1.71 -0.47
C -6.27 -1.35 -0.87
C -7.16 -1.86 0.04
C -6.41 -2.54 1.03
C -5.09 -2.44 0.69
H -4.16 -1.49 -0.95
H -6.41 -0.77 -1.76
H -8.23 -1.74 0.00
H -6.80 -3.06 1.89
H -4.20 -2.81 1.17
N 6.94 0.82 -7.43
C 8.10 1.53 -7.48
C 8.95 0.89 -8.36
C 8.26 -0.24 -8.85
C 7.02 -0.26 -8.27
H 6.14 1.06 -6.87
H 8.23 2.43 -6.90
H 9.95 1.21 -8.61
H 8.63 -0.97 -9.56
H 6.19 -0.94 -8.37
N 1.75 -3.49 3.24
C 0.55 -2.97 2.81
C -0.41 -3.93 2.97
C 0.23 -5.08 3.51
C 1.56 -4.77 3.67
H 2.62 -3.00 3.23
H 0.49 -1.96 2.44
H -1.45 -3.83 2.72
H -0.23 -6.02 3.76
H 2.38 -5.36 4.05
N -1.63 0.42 2.39
C -2.52 1.45 2.44
C -2.15 2.28 3.47
C -0.98 1.73 4.05
C -0.68 0.58 3.36
H -1.66 -0.34 1.72
H -3.34 1.50 1.75
H -2.66 3.18 3.77
H -0.42 2.13 4.88
H 0.12 -0.12 3.48
N 1.53 4.12 3.97
C 1.57 5.44 3.65
C 1.97 6.14 4.76
C 2.19 5.19 5.79
C 1.91 3.95 5.27
H 1.25 3.37 3.34
H 1.30 5.78 2.66
H 2.10 7.20 4.82
H 2.52 5.39 6.80
H 1.95 2.96 5.71
N -7.60 -4.82 -5.00
C -8.49 -3.79 -4.86
C -8.08 -3.04 -3.78
C -6.90 -3.64 -3.27
C -6.63 -4.74 -4.04
H -7.66 -5.53 -5.71
H -9.32 -3.67 -5.52
H -8.57 -2.15 -3.41
H -6.32 -3.31 -2.42
H -5.84 -5.47 -3.99
N -0.23 4.13 7.76
C -0.20 2.88 8.32
C -1.26 2.78 9.18
C -1.96 4.01 9.14
C -1.30 4.82 8.25
H 0.43 4.48 7.08
H 0.57 2.17 8.05
H -1.50 1.91 9.78
H -2.85 4.27 9.70
H -1.51 5.82 7.92